Record 1
ORCA calculation (ωB97M-V/def2-TZVPD) on C47H62AsCsN8O8S2 as an isolated structure at a distorted geometry.

Atoms and positions in Å:
Cs -0.56 -0.06 1.17
C -1.31 3.72 -1.52
C -2.73 3.64 -1.06
C -3.31 4.65 -0.30
C -4.59 4.51 0.20
C -5.31 3.35 -0.05
C -4.77 2.33 -0.82
C -5.51 1.04 -1.06
C -3.49 2.50 -1.34
N -2.90 1.44 -2.07
C -2.96 1.46 -3.33
C -3.62 2.54 -4.17
C -2.37 0.30 -4.09
C -3.26 -0.28 -5.16
N -1.21 -0.09 -3.78
C -0.68 -1.27 -4.36
C -1.17 -2.52 -3.96
C -2.34 -2.64 -3.03
C -0.53 -3.65 -4.44
C 0.54 -3.56 -5.31
C 1.00 -2.31 -5.72
C 0.40 -1.15 -5.24
C 0.90 0.21 -5.64
H -0.86 4.68 -1.25
H -1.20 3.57 -2.59
H -0.73 2.92 -1.03
H -2.72 5.52 -0.05
H -5.02 5.28 0.84
H -6.30 3.22 0.38
H -6.48 1.06 -0.56
H -4.95 0.19 -0.67
H -5.67 0.85 -2.12
H -3.78 3.43 -3.58
H -4.58 2.19 -4.54
H -3.00 2.77 -5.04
H -4.25 -0.51 -4.75
H -2.83 -1.18 -5.58
H -3.40 0.45 -5.96
H -3.29 -2.62 -3.58
H -2.38 -1.83 -2.30
H -2.29 -3.57 -2.49
H -0.85 -4.62 -4.07
H 1.05 -4.46 -5.64
H 1.85 -2.23 -6.38
H 1.80 0.12 -6.25
H 1.12 0.81 -4.77
H 0.15 0.75 -6.23
C 7.11 -4.09 3.67
C 5.73 -3.60 3.29
C 5.51 -2.28 2.93
C 4.24 -1.84 2.58
C 3.17 -2.72 2.60
C 3.37 -4.04 2.97
C 4.64 -4.47 3.31
S 1.56 -2.19 2.01
O 1.59 -0.73 2.08
O 0.62 -2.82 2.93
N 1.42 -2.61 0.54
C 1.46 -4.06 0.32
C 0.93 -4.41 -1.08
O 1.72 -4.81 -1.93
O -0.34 -4.32 -1.20
H 7.86 -3.33 3.44
H 7.36 -5.00 3.13
H 7.17 -4.31 4.74
H 6.34 -1.59 2.92
H 4.06 -0.81 2.31
H 2.53 -4.72 3.01
H 4.80 -5.51 3.60
H 0.84 -4.60 1.05
H 2.49 -4.44 0.39
N 1.03 6.60 4.65
C 0.25 5.52 4.20
C 0.60 4.83 3.05
C -0.19 3.79 2.59
C -1.33 3.42 3.29
C -1.69 4.12 4.44
C -0.91 5.16 4.88
S -2.37 2.11 2.66
O -3.72 2.59 2.83
O -1.90 1.97 1.28
N -2.16 0.71 3.33
C -1.53 0.38 4.48
N -0.97 1.32 5.27
C -0.26 0.90 6.30
C -0.08 -0.44 6.60
C -0.76 -1.32 5.77
N -1.49 -0.95 4.74
H 2.00 6.55 4.37
H 0.96 6.76 5.65
H 1.50 5.11 2.50
H 0.07 3.26 1.69
H -2.58 3.83 4.97
H -1.19 5.70 5.78
H 0.19 1.67 6.91
H 0.53 -0.78 7.42
H -0.71 -2.40 5.94
N -1.89 -3.55 0.77
C -2.82 -4.68 0.98
C -4.24 -4.26 0.49
O -5.10 -5.14 0.56
O -4.32 -3.07 0.11
H -1.19 -3.76 -0.04
H -1.36 -3.29 1.60
H -2.55 -2.79 0.50
H -2.86 -4.96 2.03
H -2.49 -5.54 0.39
C 3.27 2.76 0.62
C 3.59 1.42 -0.03
As 1.98 0.59 -0.82
C 2.87 -0.80 -1.92
C 3.98 -1.56 -1.21
C 1.68 1.96 -2.23
C 2.83 2.34 -3.16
H 4.13 3.17 1.15
H 2.46 2.66 1.34
H 2.96 3.50 -0.12
H 3.95 0.72 0.72
H 4.37 1.51 -0.79
H 3.27 -0.32 -2.82
H 2.09 -1.49 -2.22
H 4.82 -0.91 -0.94
H 4.35 -2.36 -1.86
H 3.60 -2.04 -0.30
H 1.35 2.85 -1.69
H 0.81 1.61 -2.79
H 3.73 2.62 -2.60
H 2.56 3.20 -3.78
H 3.11 1.53 -3.83

Properties
E_LUMO = 3.32 eV
Charge = -2
Energy above the lowest of the compared OMol25 structures with the same formula, charge and spin = 0.0 kcal/mol

***

Record 2
ORCA calculation (ωB97M-V/def2-TZVPD) on C47H62N4O2P2Si2Ta as an isolated structure at a distorted geometry.

Atoms and positions in Å:
Ta -0.18 -0.19 0.24
C 4.45 -0.62 2.12
Si 2.95 -1.28 1.32
C 3.44 -2.09 -0.27
C 1.98 -2.29 2.52
N 1.70 0.00 0.85
P 2.10 1.53 0.24
C 0.63 1.76 -0.64
P -0.70 2.59 0.12
N -1.60 1.20 0.42
Si -3.40 1.30 0.97
C -4.08 2.99 0.79
C -3.38 0.86 2.76
C -4.35 0.15 -0.11
C -0.58 3.46 1.68
C -0.37 2.72 2.85
C -0.37 3.34 4.08
C -0.56 4.71 4.17
C -0.79 5.46 3.02
C -0.80 4.84 1.78
C -1.42 3.60 -1.18
C -2.26 2.95 -2.09
C -2.70 3.61 -3.22
C -2.30 4.92 -3.46
C -1.45 5.56 -2.57
C -1.00 4.90 -1.43
C 3.46 1.41 -0.92
C 3.18 0.94 -2.21
C 4.18 0.89 -3.16
C 5.47 1.31 -2.83
C 5.75 1.78 -1.56
C 4.75 1.83 -0.60
C 2.60 2.66 1.50
C 3.00 3.94 1.08
C 3.46 4.85 2.02
C 3.53 4.49 3.36
C 3.12 3.23 3.78
C 2.65 2.32 2.85
H 5.00 -1.50 2.51
H 4.27 0.05 2.96
H 5.11 -0.12 1.40
H 3.34 -3.19 -0.22
H 4.49 -1.86 -0.46
H 2.86 -1.72 -1.11
H 2.42 -3.28 2.67
H 0.93 -2.44 2.22
H 1.99 -1.78 3.49
H -3.45 3.77 1.23
H -5.03 2.99 1.35
H -4.29 3.25 -0.25
H -3.18 1.76 3.35
H -2.62 0.12 3.01
H -4.36 0.48 3.08
H -4.76 0.71 -0.96
H -5.20 -0.28 0.44
H -3.75 -0.67 -0.51
H -0.23 1.65 2.81
H -0.22 2.75 4.98
H -0.56 5.20 5.14
H -0.97 6.53 3.08
H -1.02 5.43 0.91
H -2.58 1.93 -1.91
H -3.36 3.11 -3.92
H -2.64 5.44 -4.35
H -1.13 6.58 -2.76
H -0.31 5.41 -0.78
H 2.17 0.65 -2.46
H 3.96 0.56 -4.17
H 6.25 1.29 -3.59
H 6.75 2.11 -1.31
H 4.98 2.21 0.39
H 2.96 4.21 0.03
H 3.79 5.84 1.70
H 3.92 5.20 4.09
H 3.17 2.97 4.83
H 2.32 1.34 3.18
C -6.75 -5.94 0.44
C -5.51 -5.09 0.35
C -4.82 -4.99 -0.86
C -3.71 -4.20 -0.98
C -2.99 -4.17 -2.32
C -3.27 -3.43 0.15
C -2.27 -2.50 -0.12
O -1.75 -1.61 0.64
C -3.93 -3.60 1.42
C -3.45 -2.94 2.68
C -5.03 -4.41 1.48
H -6.81 -6.67 -0.36
H -7.63 -5.30 0.38
H -6.80 -6.46 1.41
H -5.17 -5.56 -1.72
H -3.37 -4.96 -2.96
H -1.91 -4.31 -2.21
H -3.17 -3.22 -2.85
H -1.89 -2.53 -1.13
H -3.47 -1.86 2.58
H -2.41 -3.21 2.90
H -4.06 -3.22 3.52
H -5.54 -4.55 2.43
C 0.21 -0.95 -3.62
N 0.52 -2.31 -3.16
C 0.81 -3.29 -4.23
C 1.71 -4.38 -3.70
C 1.09 -4.99 -2.48
N 0.70 -3.94 -1.51
C 0.59 -4.38 -0.12
C 0.52 -2.68 -1.88
O 0.33 -1.80 -0.96
H -0.49 -1.01 -4.45
H 1.12 -0.45 -3.97
H -0.23 -0.36 -2.84
H 1.29 -2.75 -5.05
H -0.13 -3.70 -4.62
H 2.68 -3.95 -3.45
H 1.87 -5.14 -4.46
H 1.79 -5.65 -1.97
H 0.21 -5.59 -2.73
H 1.57 -4.59 0.30
H 0.00 -5.29 -0.09
H 0.10 -3.63 0.49

Properties
E_LUMO = -8.87 eV
Charge = +3

***

Record 3
ORCA calculation (ωB97M-V/def2-TZVPD) on C47H66AsN9O7PRbSSe as an isolated structure at a distorted geometry.

Atoms and positions in Å:
Rb 15.56 15.38 13.99
Se 14.80 16.91 22.09
N 13.95 15.77 20.89
C 14.30 16.19 19.81
C 13.82 15.45 18.56
C 13.10 14.40 18.67
C 12.60 13.58 17.56
C 12.89 14.07 16.35
N 13.59 15.35 16.17
C 14.21 15.87 17.28
C 15.20 17.14 17.19
N 15.48 17.45 15.93
C 16.21 18.55 15.79
C 16.18 19.65 16.87
C 15.69 19.27 18.13
C 15.29 17.97 18.22
C 15.05 17.56 19.71
N 15.37 18.03 20.88
H 12.64 13.73 19.57
H 12.12 12.65 17.53
H 12.74 13.77 15.26
H 16.92 18.94 14.71
H 16.75 20.54 16.60
H 15.70 20.19 19.08
S 5.06 8.83 12.32
C 6.63 9.58 12.05
C 6.68 10.77 11.31
C 7.86 11.51 11.25
C 9.05 11.15 11.98
C 8.98 9.91 12.64
C 7.85 9.13 12.61
As 7.68 7.43 13.53
C 8.22 6.16 12.12
C 9.25 5.28 12.18
C 9.65 4.50 11.09
C 8.85 4.52 9.98
C 7.83 5.50 9.83
C 7.49 6.29 10.96
C 9.36 7.48 14.52
C 9.00 7.91 15.81
C 9.92 8.00 16.79
C 11.27 7.86 16.53
C 11.69 7.51 15.19
C 10.68 7.33 14.21
H 5.80 11.19 10.91
H 7.95 12.41 10.57
H 9.98 11.70 11.94
H 9.83 9.59 13.28
H 9.79 5.19 13.15
H 10.46 3.82 11.20
H 8.95 3.88 9.10
H 7.32 5.52 8.94
H 6.93 7.26 10.80
H 7.93 8.16 16.01
H 9.72 8.40 17.77
H 11.95 8.08 17.33
H 12.75 7.50 14.85
H 11.13 7.00 13.27
O 21.64 15.62 15.40
H 21.93 16.04 14.61
H 20.79 14.75 15.35
O 12.04 12.32 3.80
H 12.51 11.60 4.24
H 12.20 13.10 4.30
O 16.51 11.88 12.80
H 17.33 11.60 12.40
H 16.55 12.76 12.58
O 17.51 14.66 11.09
H 16.64 16.72 11.13
H 17.79 14.55 10.13
O 14.10 15.60 10.29
H 14.84 15.16 10.55
H 14.02 16.32 9.41
H 10.74 11.45 8.14
N 9.00 23.24 22.40
C 7.77 22.59 22.59
C 7.24 22.88 24.15
O 8.09 22.25 24.85
O 6.20 23.51 24.36
H 18.93 21.21 22.20
H 9.67 23.05 23.07
H 9.09 23.46 21.29
H 7.88 21.47 22.32
H 6.96 23.07 21.79
N 16.08 17.17 11.76
P 16.54 18.67 11.72
N 16.64 19.68 10.34
C 17.65 19.90 9.33
C 17.63 21.28 8.62
C 16.46 21.16 7.75
C 15.20 21.07 8.86
C 15.36 19.97 9.71
N 18.09 18.86 12.57
C 18.80 17.69 13.46
C 20.25 18.15 14.02
C 20.01 19.59 14.53
C 19.43 20.53 13.67
C 18.94 20.02 12.41
N 15.52 19.57 12.66
C 15.84 20.74 13.46
C 14.75 21.83 12.89
C 13.40 21.16 12.00
C 12.99 19.98 12.80
C 14.29 18.98 13.10
H 17.30 19.12 8.64
H 18.56 19.55 9.71
H 18.63 21.31 8.13
H 17.35 22.06 9.38
H 16.44 20.11 7.37
H 16.27 21.94 7.14
H 14.14 21.02 8.02
H 15.29 22.36 9.31
H 15.00 19.21 8.95
H 14.70 19.89 10.41
H 18.52 16.84 12.52
H 18.04 17.58 14.08
H 21.31 18.42 13.50
H 20.43 17.49 14.58
H 21.26 19.73 14.90
H 19.57 19.42 15.41
H 20.29 21.20 13.47
H 18.84 21.13 14.29
H 19.64 19.62 11.73
H 18.22 20.79 12.22
H 16.61 21.40 12.79
H 16.08 20.36 14.60
H 15.18 22.54 12.33
H 14.50 22.46 13.71
H 13.53 20.93 10.85
H 12.52 21.62 11.90
H 12.22 19.48 12.59
H 12.90 20.37 13.98
H 14.17 17.91 12.49
H 14.38 18.73 14.16

Properties
E_LUMO = 1.24 eV
Charge = -2

***

Kohn-Sham gap: 6.81 6.67 3.65 (eV)
HOMO: -3.5 -15.5 -2.4 (eV)
Electronic energy: -161105.65649 -95668.69352 -224488.60807 (eV)